Record 1
Molecular formula: C35H34BrClN9O10
Method: DFT, the ωB97M-V functional and the def2-TZVPD basis

Electronic energy (Eh): -5632.7333
Orbital gap (Eh): 0.2496
Charge: +1
LUMO energy (eV): -4.54

Structure (XYZ):
```
90
Properties=species:S:1:pos:R:3:forces:R:3
Br 0.28875 -2.66440 -2.83793 -0.780 -0.187 0.277
Cl -4.71123 3.65637 0.30970 0.684 -1.059 -0.204
O 4.02568 -0.12046 0.28939 0.294 -0.141 -0.051
O -5.57232 1.13018 7.71767 0.173 0.101 -0.366
O -1.25019 0.40751 0.73144 -0.033 0.019 -0.355
O -0.87454 -6.02943 -9.37508 -0.306 0.150 0.224
O -0.71231 2.22694 -0.30352 -0.162 -0.458 0.120
O -2.84523 -5.42438 -10.00911 0.171 -0.005 0.381
O 6.18318 -0.08750 0.34545 -0.740 -0.617 -0.472
O 5.65048 6.33639 1.63152 -0.169 -0.460 0.067
O 4.31304 4.70276 2.08457 0.736 0.335 -0.197
O -3.99736 0.74219 6.29458 -0.249 0.167 0.018
N -3.63362 -3.47584 -1.58807 5.302 2.414 -1.646
N -4.48694 -1.17942 -1.46217 0.523 0.537 -0.636
N -4.97762 1.35928 6.67961 0.098 -0.374 0.374
N -1.47936 -2.77293 -2.26864 -1.319 -2.594 0.689
N 5.41358 5.15479 1.79655 0.032 0.484 -0.051
N -2.19784 -1.62861 -2.09377 -2.719 -0.853 0.637
N -1.99149 -5.59348 -9.15774 0.175 -0.203 -0.735
N -0.59446 1.43677 0.62065 0.457 0.206 0.169
N 5.11699 -0.63630 0.11557 0.007 0.364 0.088
C 5.14995 -2.00517 -0.40057 0.073 -0.750 -0.264
C -6.56238 3.20427 6.25793 -0.056 0.008 0.086
C -2.31157 -3.87208 -1.95665 -0.867 2.454 0.218
C -1.68350 -5.03235 -5.47296 -0.314 0.106 -0.145
C 1.11966 2.92036 1.59518 -0.024 0.064 -0.069
C 0.38203 1.73969 1.66415 0.439 0.172 0.480
C -4.35830 0.31820 -1.53325 -0.408 0.687 1.297
C -5.28509 3.78115 3.84680 -0.075 -0.021 0.191
C 6.37441 -2.64271 -0.57980 0.077 0.019 0.025
C 6.27353 2.84577 1.80709 -0.103 -0.049 0.057
C -4.89096 0.85404 -0.09587 0.504 -0.478 -0.460
C 7.79370 4.67705 1.35246 0.084 0.142 -0.022
C -2.95131 -4.54275 -5.17170 0.089 -0.020 -0.155
C -6.37074 4.54446 4.26449 -0.023 -0.021 0.034
C 3.98946 -3.96202 -1.16743 0.240 0.139 0.033
C -3.49975 -2.03475 -1.70206 0.858 -1.296 -0.156
C -3.97207 1.98486 0.53126 -0.638 -0.615 1.113
C -3.60010 -4.76243 -7.48087 -0.095 0.033 -0.055
C -2.32873 -5.24383 -7.77593 -0.195 0.227 0.853
C -1.36861 -5.38749 -6.77955 0.174 -0.036 0.025
C -4.82948 2.73047 4.63422 0.056 -0.002 -0.096
C 0.55252 0.84845 2.72141 -0.085 -0.196 0.074
C 8.60593 2.40902 1.40013 -0.081 0.099 0.028
C 8.84036 3.77108 1.23258 -0.206 -0.123 0.013
C -3.90902 -4.41213 -6.17200 0.211 -0.039 0.049
C 5.20871 -4.60991 -1.33946 0.027 -0.003 -0.012
C 6.39896 -3.95137 -1.04908 -0.245 0.060 0.010
C 1.46500 1.14921 3.72375 0.011 0.127 -0.153
C 2.02848 3.21432 2.60460 -0.233 0.005 0.106
C -7.01019 4.25554 5.46575 0.193 -0.101 -0.141
C 7.32437 1.94699 1.68288 0.403 0.434 0.254
C 3.95562 -2.65525 -0.69554 -0.171 -0.042 -0.040
C 6.51620 4.20652 1.64502 0.582 -0.577 -0.065
C 2.19761 2.33146 3.66717 -0.083 -0.053 -0.098
C -5.46936 2.45183 5.83799 -0.281 0.599 -0.430
H -4.85967 -0.03432 0.62352 0.026 1.189 -0.967
H -1.85612 -4.90248 -2.03540 -0.972 1.340 0.207
H 7.14816 0.89122 1.80989 0.091 0.278 0.172
H 2.90420 2.56679 4.45651 -0.064 -0.008 -0.084
H -6.71939 5.36907 3.65125 0.035 -0.083 0.056
H -0.01470 -0.07315 2.77826 -0.018 0.161 -0.131
H -2.89903 1.95593 0.18387 -1.575 0.276 0.020
H -7.85665 4.85227 5.78636 0.082 -0.089 0.008
H 9.84060 4.12597 1.01104 -0.121 0.018 0.016
H 7.34668 -4.45945 -1.18610 -0.079 0.091 0.025
H 7.98742 5.73478 1.21972 -0.207 -0.086 0.061
H -3.95233 1.79595 1.65898 -0.060 0.483 -1.550
H -4.35307 -4.65339 -8.25250 0.230 -0.084 -0.053
H -0.93874 -5.13467 -4.69034 0.001 -0.054 -0.117
H 9.42664 1.70464 1.31070 -0.075 0.072 0.015
H 7.30809 -2.13995 -0.35752 -0.211 0.097 0.033
H 2.60516 4.13378 2.56632 -0.524 -0.413 0.031
H -7.06828 2.98858 7.19146 0.201 -0.121 -0.069
H -4.99177 0.75585 -2.37656 1.034 -0.814 1.030
H -5.97751 1.13667 -0.22554 1.311 0.031 0.421
H -3.19492 -4.26075 -4.15422 -0.118 -0.061 -0.160
H -3.98081 2.14475 4.30042 -0.081 -0.032 0.253
H -3.27516 0.65133 -1.62509 -1.377 -0.676 -0.069
H 0.99578 3.61495 0.77270 -0.101 -0.161 0.043
H -0.37901 -5.76780 -7.00365 -0.174 0.023 -0.193
H 3.06439 -4.47909 -1.39807 0.064 0.050 0.057
H -4.79142 4.00826 2.90821 -0.057 -0.030 0.178
H 1.60366 0.46454 4.55282 -0.062 0.034 -0.102
H 5.23121 -5.63286 -1.70060 0.007 0.106 0.033
H -5.39587 -1.54049 -1.15461 0.739 -0.042 -0.242
H -1.78299 -0.70494 -2.24109 -0.307 -0.540 0.189
H -4.89593 -4.03322 -5.93143 0.075 -0.059 -0.072
H 2.99887 -2.16356 -0.56245 0.220 0.127 0.102
H 5.28001 2.47381 2.03033 0.049 0.192 -0.059
```
Positions in Å, forces in eV/Å.

Atomic partial charges in e from the Mulliken method, atoms 1 to 2: number 1, Br, carries 0.139; number 2, Cl, carries -0.222


Record 2
Molecular formula: C35H34CaN10O3S
Method: DFT, the ωB97M-V functional and the def2-TZVPD basis

Electronic energy (Eh): -3203.2953
Orbital gap (alpha / beta) (Eh): 0.1189 / 0.1082
Charge: -2
LUMO energy (alpha / beta) (eV): 3.95 / 3.95

Structure (XYZ):
```
84
Properties=species:S:1:pos:R:3:forces:R:3
Ca -0.32186 -0.54590 0.05794 0.115 0.276 0.241
S 1.38865 2.10219 -1.50419 0.039 0.014 0.015
O -0.21769 1.47026 -1.35097 0.068 -0.099 -0.035
O -1.54656 -5.32217 -0.41019 -0.053 0.083 -0.015
O -1.12713 -2.55959 -0.46541 -0.047 0.064 -0.226
N 3.38765 2.07289 -3.81596 -0.091 0.058 0.064
N -2.49883 1.32668 -1.30672 0.039 -0.063 0.057
N 1.83955 -1.45693 -0.90781 0.242 -0.256 0.206
N -2.27497 0.01555 -1.11564 -0.382 0.141 -0.266
N 3.84747 -1.36939 -4.84792 -0.008 -0.013 0.011
N 1.74285 -0.01083 1.55245 0.167 -0.042 0.036
N 5.19043 0.56396 -4.07127 0.248 0.080 0.047
N -0.71758 1.52582 1.67681 0.033 -0.021 0.048
N -0.75175 -1.17154 2.42168 0.199 -0.304 -0.018
N 5.58560 2.78032 -3.69260 0.015 -0.005 0.017
C -3.00784 3.98584 -1.03776 -0.050 0.012 -0.011
C 2.95156 -1.31742 -0.17236 -0.144 0.146 -0.027
C 1.65868 -1.04132 2.60448 0.036 0.160 0.135
C 4.41633 -0.43472 -4.46975 -0.115 -0.044 0.003
C -3.38877 -2.18869 -1.20107 0.030 -0.006 0.008
C -3.32495 -0.74937 -1.31601 0.031 -0.039 0.056
C -1.26381 2.55139 4.20674 -0.073 0.000 -0.035
C 4.68661 1.74692 -3.84724 -0.112 -0.070 -0.016
C -1.42787 2.12198 -1.33688 -0.441 0.039 0.078
C -1.96223 -1.33382 3.01593 -0.070 0.080 -0.031
C 4.05183 -2.14264 -0.34069 0.085 -0.101 -0.087
C -4.83772 -4.14729 -1.43468 0.036 -0.054 0.015
C 0.32180 -1.07751 3.27603 -0.074 0.023 0.035
C 4.01725 -3.12701 -1.31999 -0.019 0.103 0.083
C -4.62980 -2.78421 -1.48822 -0.022 0.054 -0.021
C 1.81125 -2.41071 -1.83379 -0.118 0.060 -0.095
C 0.19773 -1.07501 4.64735 0.029 0.049 -0.048
C -1.95819 1.87842 2.02615 -0.003 -0.019 -0.094
C 2.97703 -0.15665 0.78870 -0.009 0.010 0.041
C 0.26281 1.69916 2.57577 -0.057 -0.023 -0.052
C -2.28527 -3.02017 -0.81293 -0.044 -0.282 0.044
C -3.76719 -4.97286 -1.09555 -0.047 0.006 -0.030
C -2.28190 2.38406 3.26902 0.033 0.041 0.099
C -0.30435 -5.20710 -1.07778 -0.023 -0.020 -0.004
C -1.68328 3.53220 -1.31228 0.344 -0.023 -0.071
C -2.16995 -1.33068 4.36858 -0.002 0.009 -0.022
C -1.06276 -1.16842 5.24470 -0.012 0.008 0.065
C -3.32563 5.32554 -1.01846 -0.009 -0.008 -0.001
C -2.36347 6.30949 -1.26073 0.006 0.040 -0.002
C 2.87758 -3.25847 -2.08875 0.027 -0.016 -0.044
C 0.02674 2.21402 3.84154 0.070 -0.009 0.010
C -0.72066 4.54887 -1.55536 0.027 0.048 -0.001
C -1.05929 5.88622 -1.52682 -0.029 0.011 0.007
C 1.64497 1.34772 2.09875 0.021 -0.012 0.053
C -2.53310 -4.42441 -0.80417 0.115 0.042 0.046
H -1.47464 2.93307 5.19806 -0.004 -0.001 0.001
H -0.28461 6.62293 -1.71891 0.007 0.001 -0.001
H 2.68303 1.46801 -3.36909 0.072 -0.072 -0.152
H 1.09361 -0.97770 5.25398 0.011 -0.006 0.000
H 5.32860 3.47812 -3.01318 -0.006 0.021 -0.008
H 6.53548 2.45468 -3.61561 -0.001 -0.004 -0.009
H -2.71375 1.73858 1.25953 -0.015 -0.003 0.003
H 3.15080 3.03679 -3.63632 0.002 0.005 0.020
H 2.36917 1.48964 2.91943 -0.011 -0.006 -0.008
H 2.44031 -0.86677 3.36570 0.035 -0.041 -0.070
H 0.84725 2.30609 4.54324 0.005 -0.003 -0.011
H -4.24436 -0.25125 -1.63090 0.021 0.027 -0.005
H 0.29777 4.26627 -1.76530 -0.021 0.003 0.007
H -4.34881 5.61637 -0.79917 -0.002 -0.004 0.002
H 1.86828 -2.00302 2.11899 -0.037 -0.010 -0.025
H -3.30738 2.63950 3.49967 -0.008 -0.005 -0.018
H 1.89224 2.02919 1.27934 -0.006 -0.005 0.001
H -2.61908 7.36226 -1.23477 0.001 0.002 -0.002
H -3.17644 -1.45110 4.75079 -0.005 0.000 -0.008
H 4.86976 -3.77610 -1.47884 0.002 0.009 0.001
H 4.92390 -2.00853 0.28681 -0.002 0.010 0.004
H 3.85679 -0.24247 1.45019 -0.022 -0.015 -0.003
H 0.88679 -2.49631 -2.39302 -0.009 -0.007 0.035
H 2.80706 -3.99117 -2.87957 -0.007 -0.001 -0.002
H -0.45208 -5.11560 -2.16138 0.008 0.010 0.000
H -3.87336 -6.05049 -1.04149 0.005 -0.001 0.002
H -3.76899 3.24538 -0.84261 -0.004 -0.011 0.003
H -5.45082 -2.12779 -1.76088 0.000 0.006 0.001
H -2.80036 -1.45692 2.33548 -0.003 -0.015 -0.007
H 0.24784 -6.12716 -0.87247 -0.020 -0.003 0.002
H -1.18232 -1.16218 6.32018 0.007 0.000 0.002
H -5.81123 -4.56855 -1.65635 -0.003 -0.001 -0.004
H 0.25517 -4.34454 -0.72469 0.020 0.009 0.004
H 3.08437 0.74608 0.18050 -0.009 -0.017 -0.021
```
Positions in Å, forces in eV/Å.

Atomic partial charges in e from the natural (NBO) method, atoms 1 to 2: number 1, Ca, carries 1.757; number 2, S, carries -0.374